# 1
This record from the Open Molecules 2025 dataset describes a cluster of 3 separate species, C3H12NO4 in total. The level of theory is the ωB97M-V functional and the def2-TZVPD basis.

```
20
Properties=species:S:1:pos:R:3:forces:R:3
O 1.058 -1.920 2.924 -0.013 -0.029 -0.149
O 3.734 0.112 -0.634 -0.756 0.085 -0.240
O -3.055 1.451 0.870 -1.789 -0.171 0.753
O -1.474 2.262 -0.480 -0.079 -0.803 0.176
N 0.465 0.519 -0.940 0.938 -3.081 -0.852
C -1.816 -0.147 -0.294 1.287 -0.243 -1.008
C -0.727 -0.326 -1.340 0.577 -0.845 -1.681
C -2.076 1.326 0.021 -0.193 0.193 -1.522
H 1.130 -2.816 3.280 0.012 0.245 -0.023
H 1.510 -1.350 3.554 -0.026 -0.141 0.081
H -0.554 -1.406 -1.562 0.836 0.517 1.342
H 0.024 1.460 -0.874 0.614 0.257 0.920
H -1.540 -0.647 0.652 -0.393 -0.089 -0.444
H 4.029 0.235 0.272 0.339 -0.132 -0.100
H -0.975 -0.146 -2.400 -0.494 1.302 0.624
H -3.776 2.084 0.664 1.022 0.130 0.185
H -2.563 -0.700 -0.885 -0.977 0.601 1.322
H 4.413 -0.356 -1.130 0.129 0.052 0.295
H 1.324 0.435 -1.500 -0.527 0.703 -0.984
H 0.871 -0.069 -0.198 -0.507 1.449 1.307
```
Positions in Å, forces in eV/Å.

Calculated values
* electronic energy: -476.9661 Ha
* Kohn-Sham gap: 11.673 eV
* LUMO level: -2.92 eV
* 2S+1: 1
* ΔE to the lowest compared entry with this formula, charge and spin: 160.6 kJ/mol
* charge: +1

Mulliken atomic charge list, values in e, 6 entries: atom 1 (O): -0.64, atom 2 (O): -0.63, atom 3 (O): -0.42, atom 4 (O): -0.62, atom 5 (N): -0.24, atom 6 (C): -0.42

# 2
This record from the Open Molecules 2025 dataset describes a cluster of 2 separate species, C3H12NO5PS in total. The level of theory is the ωB97M-V functional and the def2-TZVPD basis.

```
23
Properties=species:S:1:pos:R:3:forces:R:3
S 0.287 1.246 1.412 -0.368 1.268 -0.690
P 2.722 0.252 0.108 1.232 0.386 -0.536
O -1.159 1.350 -1.611 0.013 0.016 -0.178
O 0.637 0.940 2.763 0.306 -0.420 1.031
O 1.695 1.521 0.605 -0.823 -1.662 0.056
O 1.941 -0.445 -1.147 -0.415 -0.033 0.361
O -0.188 -0.164 0.718 0.366 0.308 0.147
N -1.941 -1.747 1.035 -0.035 -0.087 0.309
C -1.629 -0.376 0.974 -0.155 -0.195 -0.440
C -1.547 1.529 -2.971 0.193 0.007 0.154
C 2.615 -1.063 1.378 -0.229 0.362 -0.223
H -0.196 1.384 -1.575 -0.042 -0.046 0.023
H -1.541 -2.271 0.270 -0.102 -0.090 -0.016
H 1.156 -0.928 -0.840 0.035 0.118 -0.182
H 3.423 -1.750 1.157 0.307 -0.033 -0.086
H -1.213 2.498 -3.348 -0.044 -0.007 -0.075
H 2.774 -0.611 2.347 0.014 -0.020 0.320
H 1.693 -1.623 1.364 -0.346 -0.037 0.139
H -1.710 -2.159 1.926 0.171 -0.143 -0.089
H -1.139 0.734 -3.600 -0.038 0.029 -0.070
H -2.148 0.086 0.148 0.013 0.221 -0.218
H -2.633 1.490 -3.013 -0.025 -0.004 0.040
H -1.900 0.108 1.904 -0.026 0.063 0.222
```
Positions in Å, forces in eV/Å.

Calculated values
* electronic energy: -1292.0019 Ha
* Kohn-Sham gap: 9.714 eV
* LUMO level: 0.64 eV
* 2S+1: 1

Mulliken atomic charge list, values in e, 6 entries: atom 1 (S): 0.66, atom 2 (P): 0.20, atom 3 (O): -0.39, atom 4 (O): -0.51, atom 5 (O): -0.25, atom 6 (O): -0.41

# 3
This record from the Open Molecules 2025 dataset describes a cluster of 2 separate species, C3H12NOS in total. The level of theory is the ωB97M-V functional and the def2-TZVPD basis.

```
18
Properties=species:S:1:pos:R:3:forces:R:3
S 0.316 0.758 -2.247 0.313 0.299 -0.418
O -2.843 -1.342 -1.492 0.235 0.082 0.258
N 1.717 1.294 0.808 -0.461 -0.468 -0.306
C 0.883 0.072 0.441 0.395 -0.560 0.571
C 0.348 -0.646 1.708 0.002 1.074 -0.002
C -0.194 0.443 -0.554 -0.766 -0.504 0.221
H -0.108 -0.377 -2.818 -0.042 -0.138 0.230
H -0.727 -0.742 1.686 -0.344 -0.382 -0.273
H -3.223 -0.698 -2.096 -0.092 -0.174 -0.109
H 0.847 -1.593 1.815 -0.047 -0.498 0.059
H -0.749 1.307 -0.229 0.025 0.540 0.248
H 2.598 1.334 0.230 0.018 0.196 0.112
H -0.966 -0.326 -0.534 0.201 -0.274 -0.267
H 1.580 -0.632 -0.016 -0.043 0.302 -0.178
H -3.117 -2.217 -1.776 -0.135 0.086 -0.169
H 1.964 1.297 1.821 0.269 0.070 -0.037
H 1.155 2.154 0.628 0.210 0.247 0.082
H 0.520 -0.086 2.624 0.262 0.102 -0.025
```
Positions in Å, forces in eV/Å.

Calculated values
* electronic energy: -649.5467 Ha
* Kohn-Sham gap (spin up / spin down): 3.789 / 9.739 eV
* LUMO level (spin up / spin down): 0.36 / 0.33 eV
* 2S+1: 2
* ΔE to the lowest compared entry with this formula, charge and spin: 41.7 kJ/mol
* ⟨S²⟩: 0.751

Mulliken atomic charge list, values in e, 6 entries: atom 1 (S): -0.29, atom 2 (O): -0.65, atom 3 (N): -1.95, atom 4 (C): 0.12, atom 5 (C): -1.24, atom 6 (C): -1.03

# 4
This record from the Open Molecules 2025 dataset describes a cluster of 2 separate species, C3H12NOS2 in total. The level of theory is the ωB97M-V functional and the def2-TZVPD basis.

```
19
Properties=species:S:1:pos:R:3:forces:R:3
S -1.946 -0.397 0.364 1.639 1.914 0.198
S -2.381 -2.003 -0.668 -1.643 -0.912 -1.363
O 1.966 0.546 2.864 -0.372 2.398 1.772
N 0.892 1.600 0.368 -0.664 1.192 -0.957
C 0.220 1.028 -0.973 3.473 -0.461 1.496
C -0.989 -2.980 -1.135 2.974 -0.012 3.683
C -1.208 0.871 -0.822 -2.687 -0.785 -1.836
H 1.932 1.839 0.505 -0.360 -0.588 -0.886
H -1.703 1.808 -0.722 -0.327 0.871 1.153
H 0.654 1.055 1.195 -0.228 -0.458 0.335
H 0.476 2.574 0.516 0.064 -0.514 0.150
H 1.871 1.344 3.513 0.091 -1.648 -1.919
H 2.320 -0.099 3.474 0.239 -0.746 0.102
H -0.777 -3.856 -0.490 -0.718 0.338 0.110
H -0.976 -3.365 -2.067 -0.863 -0.849 -3.375
H -0.004 -2.491 -1.067 -0.526 0.543 0.045
H 0.499 1.712 -1.767 -0.108 0.384 0.077
H -1.583 0.724 -1.883 0.193 -0.890 0.975
H 0.737 0.087 -1.204 -0.176 0.223 0.241
```
Positions in Å, forces in eV/Å.

Calculated values
* electronic energy: -1047.7065 Ha
* Kohn-Sham gap (spin up / spin down): 3.969 / 9.546 eV
* LUMO level (spin up / spin down): 0.62 / 0.56 eV
* 2S+1: 2
* ΔE to the lowest compared entry with this formula, charge and spin: 168.2 kJ/mol
* ⟨S²⟩: 0.751

Mulliken atomic charge list, values in e, 6 entries: atom 1 (S): -0.13, atom 2 (S): -0.12, atom 3 (O): -0.77, atom 4 (N): -1.38, atom 5 (C): -0.84, atom 6 (C): -0.85

# 5
This record from the Open Molecules 2025 dataset describes a cluster of 2 separate species, C3H12NS in total. The level of theory is the ωB97M-V functional and the def2-TZVPD basis.

```
17
Properties=species:S:1:pos:R:3:forces:R:3
S 1.113 -0.415 0.425 0.080 0.304 0.265
N -1.944 -1.219 0.905 0.676 1.508 0.536
C -2.628 -1.414 -0.431 -0.117 0.383 0.761
C 2.387 0.872 0.005 0.489 -0.628 -0.217
C 1.988 1.904 -1.036 -0.380 -0.423 0.349
H 1.097 -0.205 1.754 0.079 -0.060 -0.121
H -2.290 -0.342 1.329 -0.252 -0.727 0.198
H 1.843 1.450 -2.015 -0.217 -0.052 0.047
H -0.930 -0.940 0.809 -0.394 -0.428 -0.601
H 1.067 2.364 -0.680 0.013 0.286 -0.357
H 2.704 1.305 0.948 -0.145 0.124 0.041
H -2.871 -2.464 -0.520 0.345 -0.088 -0.542
H 3.194 0.222 -0.329 0.187 0.315 -0.116
H -1.961 -1.982 1.589 -0.482 0.110 -0.310
H 2.762 2.656 -1.166 0.073 0.056 0.233
H -3.557 -0.847 -0.428 -0.008 -0.084 0.166
H -1.974 -0.945 -1.158 0.052 -0.595 -0.333
```
Positions in Å, forces in eV/Å.

Calculated values
* electronic energy: -574.1735 Ha
* Kohn-Sham gap: 9.699 eV
* LUMO level: -3.53 eV
* 2S+1: 1
* ΔE to the lowest compared entry with this formula, charge and spin: 51.0 kJ/mol
* charge: +1

Mulliken atomic charge list, values in e, 6 entries: atom 1 (S): -0.34, atom 2 (N): -0.15, atom 3 (C): -0.64, atom 4 (C): -0.37, atom 5 (C): -1.04, atom 6 (H): 0.16

# 6
This record from the Open Molecules 2025 dataset describes a cluster of 2 separate species, C3H12NS in total. The level of theory is the ωB97M-V functional and the def2-TZVPD basis.

```
17
Properties=species:S:1:pos:R:3:forces:R:3
S -0.644 0.964 -1.650 0.486 -0.135 0.646
N 0.096 -0.158 2.198 -0.361 -0.343 0.287
C 0.288 -0.448 -0.915 -0.978 0.153 -0.469
C -1.038 1.801 -0.073 -0.151 -0.038 -0.781
C 0.816 -1.461 -1.930 0.486 0.731 0.466
H 1.115 -0.041 -0.326 0.063 -0.022 -0.044
H -1.791 1.228 0.471 0.090 0.019 0.196
H 1.541 -0.949 -2.562 0.005 -0.194 -0.148
H -0.874 -0.131 2.508 -0.214 0.027 -0.076
H 0.183 -0.864 1.459 0.029 0.013 -0.004
H 0.656 -0.416 3.011 0.339 0.245 -0.094
H -0.142 2.029 0.510 0.097 -0.046 -0.018
H -1.473 2.771 -0.312 -0.062 -0.061 -0.046
H 1.350 -2.206 -1.338 -0.025 -0.256 -0.358
H 0.321 0.749 1.780 0.196 -0.003 0.230
H -0.456 -0.950 -0.280 0.133 -0.085 0.102
H 0.053 -1.919 -2.551 -0.134 -0.003 0.112
```
Positions in Å, forces in eV/Å.

Calculated values
* electronic energy: -574.1635 Ha
* Kohn-Sham gap: 8.194 eV
* LUMO level: -4.17 eV
* 2S+1: 1
* ΔE to the lowest compared entry with this formula, charge and spin: 77.3 kJ/mol
* charge: +1

Mulliken atomic charge list, values in e, 6 entries: atom 1 (S): -0.01, atom 2 (N): -0.37, atom 3 (C): -0.26, atom 4 (C): -0.81, atom 5 (C): -1.37, atom 6 (H): 0.36

What is the electronic energy in the fourth record?
-1047.7065 Ha

Number 1 is which compound?
C3H12NO4

Which of these has the lowest electronic energy?
C3H12NO5PS